A 16-piece molecular cluster, C80H208N16O24 overall in a non-equilibrium geometry, computed with ωB97M-V/def2-TZVPD.

Spin multiplicity: 1
Frontier orbital gap, Eh: 0.3081
E_tot, eV: -159286.44431
HOMO level, eV: -8.233

XYZ file:
```
328
C80H208N16O24 | the Open Molecules 2025 dataset | ωB97M-V/def2-TZVPD
C 0.425 -2.705 -1.408
O -0.922 -2.376 -1.088
C -1.718 -1.742 -2.086
C -1.623 -0.228 -2.099
N -1.795 0.251 -0.658
C -1.529 1.695 -0.560
C -0.016 1.668 -0.340
O 0.244 1.621 1.091
C 1.389 0.931 1.541
H 0.277 -3.484 -2.157
H 1.015 -2.955 -0.526
H 0.892 -1.808 -1.813
H -2.796 -1.904 -2.064
H -1.363 -2.141 -3.036
H -2.350 0.210 -2.783
H -0.656 0.022 -2.536
H -1.272 -0.350 -0.037
H -2.039 2.041 0.339
H -1.772 2.351 -1.396
H 0.438 2.624 -0.603
H 0.564 0.960 -0.932
H 1.450 -0.037 1.045
H 1.123 0.621 2.551
H 2.253 1.596 1.525
C -9.794 7.739 5.464
O -9.060 6.581 5.914
C -7.626 6.722 5.580
C -6.779 5.474 5.923
N -6.597 4.480 4.810
C -5.674 3.443 5.339
C -5.407 2.302 4.400
O -4.417 2.749 3.493
C -4.038 1.805 2.500
H -10.869 7.565 5.440
H -9.593 7.920 4.408
H -9.646 8.694 5.968
H -7.085 7.542 6.051
H -7.406 6.964 4.540
H -7.155 4.980 6.818
H -5.749 5.696 6.201
H -6.148 4.960 4.043
H -6.109 3.017 6.243
H -4.744 3.967 5.558
H -6.312 1.885 3.961
H -4.889 1.514 4.946
H -4.929 1.654 1.889
H -3.574 0.902 2.896
H -3.225 2.228 1.909
C 2.633 0.513 5.839
O 2.447 -0.193 4.588
C 2.959 -1.576 4.589
C 2.969 -2.150 3.192
N 3.035 -3.584 3.079
C 3.238 -4.053 1.745
C 3.802 -5.524 1.881
O 4.986 -5.719 1.000
C 6.248 -5.180 1.599
H 3.675 0.579 6.153
H 1.985 0.145 6.634
H 2.398 1.551 5.603
H 2.364 -2.180 5.274
H 4.021 -1.617 4.833
H 3.792 -1.704 2.632
H 2.027 -1.885 2.711
H 3.426 -4.146 3.821
H 3.999 -3.420 1.290
H 2.305 -4.114 1.185
H 2.993 -6.148 1.499
H 4.052 -5.865 2.886
H 6.174 -4.234 2.134
H 7.118 -5.357 0.966
H 6.422 -5.842 2.448
C 3.127 -0.320 -3.181
O 2.658 -1.080 -4.260
C 3.206 -0.636 -5.521
C 2.924 -1.563 -6.722
N 3.919 -2.642 -6.710
C 3.330 -3.723 -7.467
C 4.348 -4.921 -7.540
O 4.752 -5.159 -6.227
C 6.118 -5.633 -6.199
H 2.725 0.687 -3.294
H 4.203 -0.155 -3.238
H 2.725 -0.646 -2.222
H 4.254 -0.352 -5.429
H 2.698 0.303 -5.741
H 2.926 -1.138 -7.726
H 1.971 -1.994 -6.416
H 3.986 -2.838 -5.722
H 3.325 -3.368 -8.497
H 2.367 -4.101 -7.122
H 5.251 -4.644 -8.084
H 3.969 -5.861 -7.940
H 6.908 -4.908 -6.394
H 6.255 -6.457 -6.899
H 6.351 -6.106 -5.245
C -2.734 -1.998 -7.061
O -1.975 -2.716 -6.107
C -0.553 -2.538 -5.971
C 0.055 -3.777 -5.251
N 0.231 -4.956 -6.216
C 0.993 -6.112 -5.612
C 1.489 -7.116 -6.760
O 0.640 -8.214 -6.734
C 0.974 -9.279 -7.689
H -3.812 -1.926 -6.917
H -2.469 -2.366 -8.052
H -2.444 -0.947 -7.083
H -0.325 -1.575 -5.514
H -0.052 -2.502 -6.938
H -0.348 -3.895 -4.245
H 1.095 -3.495 -5.082
H -0.542 -5.305 -6.764
H 0.378 -6.587 -4.848
H 1.910 -5.653 -5.240
H 2.503 -7.391 -6.471
H 1.491 -6.719 -7.775
H 0.590 -8.907 -8.639
H 0.432 -10.190 -7.435
H 1.981 -9.692 -7.751
C 1.208 4.452 -2.481
O 1.490 5.809 -2.690
C 1.925 6.573 -1.487
C 1.654 8.111 -1.519
N 1.809 8.614 -2.827
C 1.352 9.964 -2.992
C 1.566 10.446 -4.408
O 0.819 9.654 -5.347
C -0.614 9.846 -5.277
H 0.267 4.399 -1.933
H 2.069 3.856 -2.177
H 1.027 4.099 -3.496
H 2.975 6.283 -1.444
H 1.478 6.027 -0.656
H 2.335 8.635 -0.848
H 0.634 8.039 -1.143
H 1.444 7.938 -3.482
H 1.820 10.689 -2.325
H 0.277 9.970 -2.813
H 2.613 10.145 -4.450
H 1.419 11.514 -4.568
H -1.207 9.463 -4.446
H -0.987 9.168 -6.045
H -0.973 10.859 -5.458
C -4.552 9.948 0.343
O -4.312 8.748 1.083
C -5.409 7.828 0.976
C -5.401 6.831 2.180
N -6.084 5.535 1.982
C -7.519 5.563 1.766
C -8.127 4.100 1.771
O -9.463 4.363 1.362
C -10.277 3.223 1.089
H -4.797 9.709 -0.692
H -3.582 10.422 0.198
H -5.201 10.704 0.786
H -5.362 7.344 0.001
H -6.401 8.277 1.039
H -5.871 7.318 3.035
H -4.394 6.667 2.563
H -5.735 4.622 2.238
H -7.736 5.869 0.743
H -7.985 6.058 2.618
H -8.138 3.556 2.715
H -7.625 3.544 0.979
H -10.305 3.042 0.015
H -11.325 3.344 1.365
H -10.167 2.314 1.682
C 8.752 -3.704 8.074
O 8.182 -3.821 6.741
C 8.934 -4.268 5.694
C 9.980 -3.345 4.930
N 9.353 -2.366 4.001
C 9.166 -2.757 2.642
C 8.578 -1.730 1.700
O 7.228 -1.855 1.818
C 6.578 -0.874 0.896
H 8.095 -3.100 8.701
H 9.745 -3.260 8.002
H 9.034 -4.649 8.540
H 8.290 -4.857 5.040
H 9.469 -5.106 6.141
H 10.805 -3.913 4.499
H 10.487 -2.710 5.655
H 9.863 -1.506 4.146
H 8.528 -3.632 2.770
H 10.068 -3.188 2.207
H 8.878 -2.015 0.692
H 9.023 -0.757 1.908
H 5.510 -0.696 1.018
H 6.585 -1.141 -0.161
H 7.088 0.087 0.832
C 7.672 5.279 5.569
C 6.893 4.020 5.811
C 7.321 2.757 5.013
O 6.637 1.549 5.538
C 6.529 0.337 4.818
N 7.078 3.666 7.221
H 7.439 6.158 6.170
H 7.504 5.731 4.591
H 8.759 5.199 5.539
H 5.873 4.388 5.700
H 8.390 2.559 5.096
H 7.098 2.766 3.946
H 6.156 -0.303 5.618
H 7.478 -0.074 4.474
H 5.658 0.366 4.164
H 6.528 4.326 7.751
H 6.932 2.669 7.288
C -0.742 3.391 4.677
C -1.191 4.686 3.911
C -0.937 4.557 2.339
O -1.416 5.749 1.731
C -1.905 5.504 0.396
N -2.570 5.027 4.224
H -1.295 2.496 4.391
H -0.758 3.555 5.755
H 0.282 3.127 4.412
H -0.531 5.471 4.281
H -1.493 3.682 2.003
H 0.114 4.340 2.145
H -1.835 6.361 -0.274
H -2.909 5.085 0.333
H -1.300 4.678 0.024
H -2.709 5.708 3.492
H -3.278 4.342 4.002
C -1.264 -3.341 2.150
C -1.688 -4.784 2.291
C -2.506 -5.250 1.076
O -3.708 -4.563 0.931
C -4.322 -4.772 -0.389
N -0.564 -5.678 2.350
H -0.795 -2.964 3.058
H -2.050 -2.681 1.781
H -0.594 -3.193 1.303
H -2.232 -4.797 3.236
H -2.715 -6.318 1.131
H -1.889 -5.043 0.202
H -4.235 -5.784 -0.784
H -3.849 -4.078 -1.084
H -5.404 -4.698 -0.277
H 0.205 -5.150 1.961
H -0.326 -5.534 3.321
C -4.284 -11.153 -1.642
C -3.010 -10.506 -1.088
C -2.734 -9.132 -1.671
O -2.151 -9.437 -2.969
C -1.702 -8.381 -3.797
N -3.300 -10.270 0.337
H -4.996 -10.381 -1.933
H -4.851 -11.833 -1.005
H -4.068 -11.697 -2.562
H -2.118 -11.118 -1.221
H -2.084 -8.549 -1.020
H -3.634 -8.520 -1.608
H -1.178 -8.668 -4.708
H -0.959 -7.769 -3.284
H -2.591 -7.844 -4.127
H -2.836 -9.465 0.733
H -4.257 -10.050 0.573
C -7.177 -5.627 -3.379
C -7.729 -4.231 -3.770
C -8.472 -4.330 -5.148
O -8.964 -3.064 -5.610
C -9.612 -3.061 -6.865
N -8.730 -3.845 -2.761
H -6.450 -5.885 -4.149
H -7.769 -6.483 -3.703
H -6.709 -5.741 -2.402
H -6.934 -3.555 -3.456
H -9.167 -5.170 -5.123
H -7.838 -4.715 -5.947
H -9.051 -2.517 -7.625
H -10.659 -2.757 -6.885
H -9.641 -4.029 -7.364
H -9.548 -4.323 -3.110
H -8.892 -2.854 -2.872
C 3.718 -5.582 -2.071
C 3.962 -4.148 -2.372
C 5.400 -3.867 -2.697
O 6.085 -3.807 -1.476
C 7.438 -3.670 -1.842
N 3.121 -3.801 -3.466
H 4.297 -5.970 -1.233
H 3.854 -6.292 -2.887
H 2.720 -5.615 -1.635
H 3.602 -3.544 -1.539
H 5.416 -2.877 -3.154
H 5.603 -4.711 -3.357
H 7.810 -4.397 -2.564
H 8.046 -3.734 -0.939
H 7.728 -2.763 -2.372
H 3.147 -2.804 -3.623
H 3.360 -4.160 -4.380
C 3.632 9.621 6.358
C 4.427 8.323 5.878
C 4.484 8.316 4.401
O 5.221 7.209 4.091
C 4.422 6.045 3.812
N 5.745 8.255 6.573
H 4.069 10.530 5.944
H 3.777 9.652 7.438
H 2.562 9.631 6.151
H 3.829 7.473 6.207
H 5.107 9.018 3.847
H 3.491 8.445 3.970
H 4.119 5.634 4.775
H 5.040 5.290 3.325
H 3.637 6.198 3.071
H 6.420 8.572 5.892
H 6.060 7.295 6.562
C -6.256 -0.115 -3.883
C -6.598 0.378 -2.482
C -6.167 -0.443 -1.326
O -7.088 -0.160 -0.255
C -6.828 -0.895 0.919
N -6.096 1.759 -2.340
H -5.223 0.115 -4.143
H -7.047 0.123 -4.595
H -6.386 -1.197 -3.881
H -7.686 0.415 -2.530
H -5.149 -0.310 -0.960
H -6.219 -1.452 -1.735
H -7.087 -0.353 1.829
H -5.802 -1.176 1.159
H -7.439 -1.794 0.999
H -6.347 2.311 -1.532
H -6.494 2.312 -3.086
```

C16H14BrFIr as an isolated structure in a non-equilibrium geometry, computed with ωB97M-V/def2-TZVPD.

Spin multiplicity: 6
Frontier orbital gap (alpha / beta), Eh: 0.2533 / 0.2214
Expectation value of S²: 8.804
E_tot, eV: -92409.65644
HOMO level (alpha / beta), eV: -6.437 / -8.083

XYZ file:
```
33
C16H14BrFIr | the Open Molecules 2025 dataset | ωB97M-V/def2-TZVPD
C 0.477 2.219 -2.064
C 1.451 2.529 -1.096
C 2.324 1.329 -0.946
H 1.680 3.516 -0.693
C 1.537 0.219 -1.592
C 0.502 0.846 -2.350
H -0.157 0.365 -3.074
H -0.208 2.936 -2.539
H 3.427 1.379 -1.076
H 1.894 -0.798 -1.756
Ir 1.347 0.577 0.538
Br 0.376 2.256 1.947
C -2.686 0.504 0.462
C -2.615 -0.004 -0.861
C -2.995 1.050 -1.761
H -2.320 -1.027 -1.141
C -3.119 2.232 -0.986
C -3.073 1.897 0.383
H -3.370 2.510 1.237
H -2.486 -0.052 1.386
H -3.137 0.957 -2.832
H -3.470 3.168 -1.357
F 2.076 -4.492 3.237
C 1.669 -3.432 2.464
C 0.301 -3.169 2.425
C -0.128 -2.047 1.661
C 0.873 -1.203 1.145
C 2.199 -1.634 0.993
C 2.656 -2.727 1.764
H -0.404 -3.792 3.013
H -1.193 -1.840 1.474
H 2.878 -1.228 0.223
H 3.696 -3.045 1.772
```

C16H22FeN4 as an isolated structure in a non-equilibrium geometry, computed with ωB97M-V/def2-TZVPD.

Spin multiplicity: 5
Frontier orbital gap (alpha / beta), Eh: 0.3432 / 0.3014
Expectation value of S²: 6.009
E_tot, eV: -57284.39826
Net charge: +2
HOMO level (alpha / beta), eV: -15.087 / -15.080

XYZ file:
```
43
C16H22FeN4 | the Open Molecules 2025 dataset | ωB97M-V/def2-TZVPD
Fe -0.570 0.636 -0.699
C -0.653 0.706 3.153
C -1.194 1.281 1.883
C -0.644 2.435 1.311
C -1.211 3.025 0.183
C -2.352 2.469 -0.403
C -2.905 1.308 0.146
C -2.322 0.716 1.269
H -0.542 -0.377 3.095
H -1.352 0.911 3.968
H 0.305 1.145 3.424
H 0.209 2.905 1.784
H -0.797 3.945 -0.206
H -2.840 2.965 -1.231
H -3.819 0.897 -0.265
H -2.787 -0.155 1.716
N -1.193 -1.241 -1.902
C -0.588 -1.125 -3.247
C -0.864 0.264 -3.786
N -0.240 1.257 -2.883
H -0.893 -2.111 -1.472
H -2.202 -1.309 -2.003
H -0.984 -1.870 -3.938
H 0.487 -1.283 -3.153
H -1.941 0.443 -3.803
H -0.492 0.355 -4.806
H -0.586 2.185 -3.107
H 0.760 1.277 -3.061
N 3.503 -0.049 0.731
C 2.634 0.788 0.150
N 1.408 0.302 0.139
C 1.484 -0.941 0.774
C 0.483 -1.858 1.097
C 0.860 -2.999 1.776
C 2.197 -3.229 2.128
C 3.197 -2.328 1.821
C 2.812 -1.174 1.148
H 4.490 0.118 0.849
H 2.914 1.755 -0.237
H -0.555 -1.668 0.837
H 0.111 -3.727 2.056
H 2.447 -4.132 2.669
H 4.227 -2.510 2.095
```

Q: E_tot of number 2 (C16H14BrFIr)?
A: -92409.65644 eV